Record 1
{
  "formula": "C24H64ClO12",
  "method": "the ωB97M-V functional and the def2-TZVPD basis",
  "homo_lumo_gap_ha": 0.3047,
  "e_above_lowest_kj_mol": 336.8,
  "homo_ev": -6.096,
  "energy_ev": -63010.5444,
  "charge": -1,
  "elements": ["Cl", "O", "O", "O", "O", "C", "C", "C", "O", "H", "H", "H", "H", "H", "H", "H", "H", "C", "C", "C", "O", "H", "H", "H", "H", "H", "H", "H", "H", "C", "C", "C", "O", "H", "H", "H", "H", "H", "H", "H", "H", "C", "C", "C", "O", "H", "H", "H", "H", "H", "H", "H", "H", "C", "C", "C", "O", "H", "H", "H", "H", "H", "H", "H", "H", "C", "C", "C", "O", "H", "H", "H", "H", "H", "H", "H", "H", "C", "C", "C", "O", "H", "H", "H", "H", "H", "H", "H", "H", "C", "C", "C", "O", "H", "H", "H", "H", "H", "H", "H", "H"],
  "coordinates": [[-0.572, -0.426, -0.392], [0.191, -1.608, -0.725], [0.078, 0.643, -1.093], [-1.925, -0.550, -0.931], [-0.525, -0.182, 1.041], [0.716, 7.655, -2.295], [0.304, 6.232, -2.077], [-0.860, 5.912, -2.983], [1.442, 5.436, -2.423], [-0.087, 8.381, -2.167], [1.165, 7.854, -3.268], [1.479, 7.812, -1.533], [0.184, 6.018, -1.015], [-0.624, 5.935, -4.047], [-1.764, 6.500, -2.825], [-1.251, 4.927, -2.728], [1.263, 4.500, -2.305], [2.751, -2.569, -6.498], [2.681, -3.859, -5.701], [1.336, -4.626, -5.551], [3.561, -4.734, -6.317], [3.670, -2.042, -6.241], [1.921, -1.957, -6.145], [2.676, -2.810, -7.558], [3.026, -3.621, -4.695], [1.430, -5.567, -5.009], [0.853, -4.888, -6.492], [0.688, -3.958, -4.983], [3.197, -4.835, -7.199], [7.542, 1.702, -1.356], [7.044, 0.550, -0.524], [6.066, -0.275, -1.393], [8.182, -0.281, -0.273], [6.709, 2.336, -1.659], [8.033, 1.354, -2.264], [8.268, 2.197, -0.711], [6.572, 0.817, 0.422], [6.484, -0.718, -2.297], [5.305, 0.416, -1.758], [5.586, -1.067, -0.819], [8.637, 0.025, 0.515], [1.874, -6.154, 2.094], [3.063, -6.252, 1.139], [3.991, -7.488, 1.407], [2.619, -6.288, -0.158], [1.207, -7.015, 2.051], [1.219, -5.298, 1.925], [2.165, -6.225, 3.141], [3.559, -5.301, 1.333], [3.551, -8.464, 1.203], [4.290, -7.528, 2.454], [4.922, -7.309, 0.867], [2.041, -5.524, -0.220], [-5.246, -4.012, 2.918], [-4.157, -4.642, 3.763], [-3.666, -3.756, 4.954], [-4.706, -5.809, 4.415], [-4.928, -3.087, 2.438], [-6.128, -3.869, 3.542], [-5.447, -4.669, 2.071], [-3.289, -4.933, 3.172], [-3.313, -4.421, 5.743], [-4.483, -3.147, 5.340], [-2.926, -3.118, 4.470], [-5.349, -6.226, 3.837], [5.295, 5.078, 2.745], [4.223, 4.757, 3.779], [3.741, 3.301, 3.910], [4.781, 5.150, 5.027], [6.208, 4.499, 2.882], [5.605, 6.120, 2.667], [5.018, 4.712, 1.757], [3.381, 5.402, 3.530], [3.233, 2.987, 2.999], [3.067, 3.337, 4.766], [4.494, 2.558, 4.171], [4.164, 5.041, 5.755], [-4.227, 3.898, 1.489], [-4.098, 3.887, 2.982], [-4.567, 2.575, 3.659], [-2.738, 4.016, 3.346], [-3.570, 3.150, 1.047], [-3.756, 4.776, 1.048], [-5.211, 3.892, 1.019], [-4.702, 4.696, 3.392], [-4.374, 1.705, 3.031], [-5.642, 2.611, 3.840], [-4.026, 2.390, 4.586], [-2.239, 3.391, 2.814], [-9.047, -0.006, -2.942], [-7.777, 0.347, -2.200], [-7.741, -0.144, -0.716], [-6.779, -0.435, -2.850], [-9.953, 0.278, -2.406], [-9.215, -1.079, -3.034], [-9.154, 0.437, -3.932], [-7.548, 1.398, -2.373], [-8.426, 0.542, -0.218], [-6.792, 0.074, -0.224], [-7.960, -1.204, -0.587], [-5.963, -0.232, -2.386]]
}



Record 2
{
  "formula": "C24H64F6O24PS8",
  "method": "the ωB97M-V functional and the def2-TZVPD basis",
  "homo_lumo_gap_ha": 0.3724,
  "e_above_lowest_kj_mol": 0.0,
  "homo_ev": -8.549,
  "energy_ev": -187347.2604,
  "charge": -1,
  "elements": ["P", "F", "F", "F", "F", "F", "F", "O", "S", "O", "O", "C", "C", "C", "H", "H", "H", "H", "H", "H", "H", "H", "O", "S", "O", "O", "C", "C", "C", "H", "H", "H", "H", "H", "H", "H", "H", "O", "S", "O", "O", "C", "C", "C", "H", "H", "H", "H", "H", "H", "H", "H", "O", "S", "O", "O", "C", "C", "C", "H", "H", "H", "H", "H", "H", "H", "H", "O", "S", "O", "O", "C", "C", "C", "H", "H", "H", "H", "H", "H", "H", "H", "O", "S", "O", "O", "C", "C", "C", "H", "H", "H", "H", "H", "H", "H", "H", "O", "S", "O", "O", "C", "C", "C", "H", "H", "H", "H", "H", "H", "H", "H", "O", "S", "O", "O", "C", "C", "C", "H", "H", "H", "H", "H", "H", "H", "H"],
  "coordinates": [[0.030, 0.221, -0.397], [0.059, -0.666, -1.778], [1.478, 0.894, -0.812], [-0.751, 1.449, -1.096], [0.167, 0.938, 1.043], [-1.391, -0.385, 0.016], [0.952, -1.020, 0.169], [-3.657, -0.419, -4.906], [-2.504, -1.245, -5.040], [-2.352, -2.415, -4.203], [-2.354, -1.694, -6.596], [-1.390, -2.712, -6.855], [-1.827, -3.408, -8.120], [-1.004, -0.258, -4.836], [-1.195, -3.433, -6.061], [-0.413, -2.262, -7.067], [-2.913, -3.565, -8.083], [-1.450, -4.393, -8.384], [-1.760, -2.706, -8.955], [-0.204, -0.981, -4.679], [-1.108, 0.304, -3.910], [-0.760, 0.357, -5.698], [-2.098, -4.212, 3.272], [-1.432, -3.121, 3.912], [-2.242, -2.013, 4.382], [-0.699, -3.789, 5.196], [-0.070, -2.905, 6.133], [-0.136, -3.598, 7.484], [0.039, -2.525, 3.054], [-0.495, -1.902, 6.134], [0.968, -2.753, 5.827], [-1.189, -3.829, 7.668], [0.234, -3.002, 8.316], [0.339, -4.580, 7.497], [0.472, -1.750, 3.681], [-0.220, -2.172, 2.058], [0.666, -3.412, 2.994], [-1.148, -5.928, -1.124], [0.054, -5.231, -0.746], [0.368, -4.974, 0.654], [1.279, -6.082, -1.404], [2.512, -6.242, -0.693], [2.473, -7.375, 0.314], [0.236, -3.751, -1.740], [2.790, -5.299, -0.218], [3.237, -6.445, -1.480], [1.597, -7.298, 0.953], [3.411, -7.461, 0.862], [2.411, -8.316, -0.241], [1.034, -3.106, -1.381], [-0.697, -3.190, -1.688], [0.409, -4.020, -2.778], [2.813, 0.781, -6.259], [3.118, 1.361, -4.984], [4.402, 2.003, -4.777], [1.973, 2.458, -4.673], [2.044, 3.165, -3.442], [2.632, 4.582, -3.671], [2.795, 0.149, -3.706], [2.588, 2.712, -2.609], [1.042, 3.235, -3.013], [2.422, 5.159, -2.769], [2.170, 5.030, -4.544], [3.707, 4.420, -3.716], [3.033, 0.609, -2.755], [3.247, -0.802, -3.970], [1.722, 0.007, -3.850], [-5.027, 0.862, 1.112], [-4.507, 0.330, 2.350], [-5.264, 0.409, 3.567], [-4.114, -1.231, 2.099], [-4.060, -1.689, 0.747], [-3.407, -3.063, 0.664], [-2.845, 0.986, 2.693], [-3.567, -1.011, 0.053], [-5.067, -1.769, 0.330], [-3.405, -3.365, -0.382], [-3.951, -3.795, 1.261], [-2.409, -3.062, 1.095], [-2.288, 0.824, 1.776], [-2.525, 0.458, 3.589], [-2.822, 2.034, 2.992], [2.044, 5.144, 4.042], [2.144, 4.892, 2.637], [1.911, 5.996, 1.738], [3.611, 4.217, 2.446], [4.042, 4.035, 1.081], [5.413, 4.671, 0.964], [1.134, 3.490, 2.157], [3.321, 4.402, 0.351], [4.133, 2.956, 0.930], [5.858, 4.586, -0.029], [6.096, 4.201, 1.673], [5.413, 5.737, 1.196], [0.097, 3.737, 2.391], [1.387, 2.622, 2.755], [1.195, 3.335, 1.083], [-6.219, 3.888, -1.211], [-4.887, 4.035, -1.738], [-4.619, 3.858, -3.146], [-4.322, 5.507, -1.294], [-4.958, 6.686, -1.787], [-6.394, 6.856, -1.295], [-3.655, 3.122, -0.766], [-5.000, 6.625, -2.878], [-4.339, 7.535, -1.512], [-6.452, 6.785, -0.210], [-7.058, 6.127, -1.759], [-6.881, 7.778, -1.626], [-3.819, 2.048, -0.816], [-3.804, 3.376, 0.279], [-2.720, 3.411, -1.236], [2.027, 1.263, 4.386], [2.644, 0.234, 5.172], [1.886, -0.422, 6.185], [3.141, -0.907, 4.148], [3.344, -0.634, 2.738], [3.912, -1.909, 2.185], [4.186, 0.807, 5.835], [4.052, 0.198, 2.675], [2.400, -0.327, 2.285], [3.191, -2.730, 2.155], [4.764, -2.221, 2.785], [4.143, -1.810, 1.121], [4.615, -0.017, 6.406], [3.903, 1.576, 6.554], [4.912, 1.126, 5.095]]
}



Record 3
{
  "formula": "C24H64O16SV2",
  "method": "the ωB97M-V functional and the def2-TZVPD basis",
  "homo_lumo_gap_ha": 0.2551,
  "homo_ev": -9.719,
  "energy_ev": -120899.5900,
  "charge": 0,
  "elements": ["O", "V", "O", "O", "V", "O", "S", "O", "O", "O", "O", "C", "C", "C", "O", "H", "H", "H", "H", "H", "H", "H", "H", "C", "C", "C", "O", "H", "H", "H", "H", "H", "H", "H", "H", "C", "C", "C", "O", "H", "H", "H", "H", "H", "H", "H", "H", "C", "C", "C", "O", "H", "H", "H", "H", "H", "H", "H", "H", "C", "C", "C", "O", "H", "H", "H", "H", "H", "H", "H", "H", "C", "C", "C", "O", "H", "H", "H", "H", "H", "H", "H", "H", "C", "C", "C", "O", "H", "H", "H", "H", "H", "H", "H", "H", "C", "C", "C", "O", "H", "H", "H", "H", "H", "H", "H", "H"],
  "coordinates": [[3.038, 1.512, -3.190], [3.009, 1.047, -1.663], [4.516, 1.030, -1.168], [-2.154, -2.172, 1.403], [-1.551, -0.751, 1.086], [-2.532, 0.263, 1.814], [0.764, 0.067, -0.320], [0.932, 0.452, -1.755], [-0.149, 0.935, 0.423], [0.170, -1.278, -0.160], [2.190, 0.132, 0.148], [-4.456, -1.220, -2.208], [-3.781, -0.097, -1.435], [-4.629, 0.358, -0.277], [-2.503, -0.588, -0.929], [-5.468, -0.931, -2.496], [-4.577, -2.092, -1.555], [-3.918, -1.531, -3.103], [-3.587, 0.738, -2.113], [-5.633, 0.595, -0.630], [-4.212, 1.220, 0.237], [-4.737, -0.460, 0.440], [-1.953, -0.786, -1.714], [-1.559, -1.175, 4.599], [-0.307, -1.721, 3.993], [-0.329, -3.225, 3.855], [-0.103, -1.087, 2.709], [-1.445, -0.130, 4.890], [-1.799, -1.719, 5.517], [-2.416, -1.268, 3.929], [0.502, -1.384, 4.653], [-1.088, -3.479, 3.112], [-0.626, -3.678, 4.800], [0.648, -3.608, 3.563], [0.849, -1.224, 2.490], [-1.157, 3.875, 3.021], [-1.177, 4.164, 1.538], [-1.326, 5.638, 1.238], [0.018, 3.686, 0.928], [-1.125, 2.794, 3.181], [-2.058, 4.259, 3.507], [-0.280, 4.328, 3.485], [-2.043, 3.627, 1.121], [-0.404, 6.177, 1.480], [-2.128, 6.087, 1.823], [-1.508, 5.816, 0.176], [-0.100, 2.736, 0.811], [-1.912, -1.606, -5.249], [-0.674, -1.061, -4.590], [-0.174, 0.183, -5.313], [-1.044, -0.724, -3.243], [-2.126, -2.623, -4.907], [-1.777, -1.665, -6.331], [-2.789, -0.997, -5.030], [0.101, -1.833, -4.586], [0.535, 0.754, -4.714], [-1.015, 0.812, -5.607], [0.345, -0.131, -6.224], [-0.239, -0.520, -2.751], [-1.470, 3.954, -4.238], [-2.373, 3.123, -3.324], [-1.754, 2.981, -1.941], [-3.669, 3.739, -3.220], [-1.047, 4.810, -3.702], [-2.010, 4.340, -5.101], [-0.630, 3.350, -4.593], [-2.565, 2.166, -3.810], [-0.743, 2.588, -2.041], [-2.358, 2.313, -1.321], [-1.778, 3.938, -1.417], [-3.543, 4.609, -2.827], [4.746, 2.911, 3.686], [3.726, 1.893, 3.256], [2.476, 1.898, 4.098], [3.400, 2.184, 1.880], [5.645, 2.860, 3.076], [5.055, 2.719, 4.719], [4.320, 3.917, 3.668], [4.204, 0.906, 3.264], [1.942, 0.947, 4.019], [1.815, 2.704, 3.784], [2.732, 2.015, 5.156], [2.898, 1.434, 1.549], [1.558, -5.504, -2.005], [0.664, -4.285, -2.060], [-0.479, -4.365, -1.039], [1.470, -3.120, -1.849], [0.992, -6.438, -1.939], [2.201, -5.454, -1.124], [2.174, -5.606, -2.900], [0.189, -4.224, -3.049], [-1.025, -5.299, -1.202], [-1.233, -3.594, -1.206], [-0.082, -4.361, -0.022], [1.109, -2.645, -1.091], [3.378, -3.651, 1.423], [3.633, -2.467, 2.343], [4.939, -1.743, 2.026], [2.512, -1.564, 2.261], [2.484, -4.193, 1.725], [4.241, -4.320, 1.404], [3.242, -3.302, 0.392], [3.650, -2.860, 3.361], [5.732, -2.480, 1.904], [5.184, -1.045, 2.824], [4.861, -1.171, 1.097], [2.538, -1.128, 1.395]]
}



Record 4
{
  "formula": "C24H64O8",
  "method": "the ωB97M-V functional and the def2-TZVPD basis",
  "homo_lumo_gap_ha": [0.0654, 0.3644],
  "e_above_lowest_kj_mol": 159.1,
  "multiplicity": 2,
  "homo_ev": [0.644, -7.541],
  "s_squared": 0.75,
  "energy_ev": -42302.2222,
  "charge": -1,
  "elements": ["C", "C", "C", "O", "H", "H", "H", "H", "H", "H", "H", "H", "C", "C", "C", "O", "H", "H", "H", "H", "H", "H", "H", "H", "C", "C", "C", "O", "H", "H", "H", "H", "H", "H", "H", "H", "C", "C", "C", "O", "H", "H", "H", "H", "H", "H", "H", "H", "C", "C", "C", "O", "H", "H", "H", "H", "H", "H", "H", "H", "C", "C", "C", "O", "H", "H", "H", "H", "H", "H", "H", "H", "C", "C", "C", "O", "H", "H", "H", "H", "H", "H", "H", "H", "C", "C", "C", "O", "H", "H", "H", "H", "H", "H", "H", "H"],
  "coordinates": [[-0.329, -0.096, 1.221], [-0.139, -0.734, -0.186], [-1.404, -1.029, -0.953], [0.651, 0.218, -0.820], [-0.656, 0.942, 1.286], [0.644, -0.021, 1.707], [-0.894, -0.543, 2.038], [0.379, -1.686, -0.072], [-2.098, -1.742, -0.507], [-1.268, -1.310, -1.998], [-2.044, -0.158, -1.096], [0.085, 0.993, -0.806], [3.299, -2.714, 1.108], [4.583, -2.501, 0.289], [4.886, -3.577, -0.781], [4.712, -1.237, -0.279], [2.316, -2.526, 0.675], [3.253, -2.080, 1.993], [3.163, -3.736, 1.462], [5.373, -2.442, 1.037], [3.935, -3.722, -1.293], [5.053, -4.472, -0.182], [5.824, -3.283, -1.251], [3.919, -1.096, -0.802], [-1.874, 4.555, -1.074], [-0.637, 3.684, -1.311], [0.516, 3.631, -0.253], [-1.048, 2.278, -1.487], [-2.491, 4.099, -0.300], [-2.607, 4.742, -1.859], [-1.536, 5.545, -0.767], [-0.106, 4.073, -2.180], [0.850, 4.664, -0.152], [1.453, 3.120, -0.474], [0.159, 3.302, 0.723], [-1.921, 2.228, -1.883], [0.367, 0.242, 4.976], [0.438, -1.140, 5.658], [-0.519, -2.211, 5.044], [1.847, -1.446, 5.721], [-0.480, 0.446, 4.322], [1.315, 0.616, 4.589], [0.169, 1.066, 5.662], [-0.042, -0.993, 6.625], [-0.385, -3.149, 5.582], [-0.410, -2.342, 3.967], [-1.533, -1.924, 5.322], [2.277, -0.715, 6.172], [-5.304, 1.163, -3.925], [-3.813, 1.230, -3.743], [-3.214, 1.282, -5.088], [-3.409, 2.488, -3.151], [-5.678, 1.270, -2.907], [-5.732, 0.227, -4.284], [-5.671, 1.992, -4.531], [-3.386, 0.405, -3.172], [-3.424, 2.141, -5.725], [-3.279, 0.412, -5.740], [-2.140, 1.205, -4.916], [-4.079, 2.711, -2.500], [2.358, 0.315, -4.376], [3.216, 0.736, -3.176], [2.769, 2.087, -2.658], [2.956, -0.214, -2.110], [2.564, -0.710, -4.682], [2.336, 0.901, -5.295], [1.363, 0.289, -3.933], [4.255, 0.629, -3.489], [3.409, 2.416, -1.839], [1.696, 2.059, -2.469], [2.989, 2.761, -3.485], [2.030, -0.158, -1.863], [4.215, 1.488, 4.140], [3.859, 0.862, 2.790], [3.360, 1.906, 1.772], [5.010, 0.313, 2.176], [5.044, 1.038, 4.687], [3.327, 1.515, 4.771], [4.480, 2.539, 4.023], [3.236, -0.029, 2.871], [3.081, 1.364, 0.869], [3.849, 2.862, 1.586], [2.366, 2.174, 2.132], [4.629, -0.104, 1.399], [-5.351, -2.386, -0.978], [-6.039, -3.304, 0.089], [-4.908, -4.174, 0.802], [-6.751, -2.482, 1.040], [-5.974, -2.302, -1.869], [-4.567, -3.036, -1.366], [-4.909, -1.475, -0.574], [-6.718, -3.975, -0.437], [-4.140, -3.547, 1.254], [-4.500, -4.924, 0.123], [-5.388, -4.722, 1.613], [-7.073, -3.065, 1.731]]
}